Entry 1:
This record from the Open Molecules 2025 dataset describes a molecular structure, C28H61N11O19Zr at a distorted geometry. The level of theory is ωB97M-V/def2-TZVPD.

Each line ends with the Mulliken charge.
CARTESIAN COORDINATES (ANGSTROEM)
Zr (1.103, -6.200, -2.601)  1.41
C (0.272, 0.015, 0.946)  -0.39
C (-0.944, 0.639, 1.007)  0.40
C (-1.974, 0.192, -0.047)  0.41
O (-2.960, 0.956, -0.369)  -0.54
C (-1.777, -0.854, -0.916)  -0.58
C (-0.514, -1.579, -0.922)  0.48
C (0.645, -1.106, 0.049)  0.37
O (1.700, -1.775, 0.035)  -0.67
O (-0.359, -2.729, -1.383)  -0.54
O (-1.106, 1.554, 1.929)  -0.68
H (1.031, 0.287, 1.665)  0.55
H (-2.523, -1.071, -1.666)  0.50
C (-3.609, -6.164, -6.359)  -0.74
C (-4.910, -6.439, -6.134)  0.49
C (-5.494, -7.087, -4.868)  0.38
O (-6.721, -7.550, -4.753)  -0.61
C (-4.618, -7.384, -3.914)  -0.40
C (-3.246, -7.093, -3.920)  0.47
C (-2.662, -6.449, -5.267)  0.49
O (-1.467, -6.222, -5.161)  -0.56
O (-2.403, -7.101, -2.990)  -0.57
O (-5.710, -6.161, -7.081)  -0.62
H (-3.262, -5.689, -7.264)  0.44
H (-5.035, -7.687, -2.965)  0.38
C (0.029, -2.261, 5.785)  0.65
O (-0.074, -2.863, 6.841)  -0.68
N (-0.388, -1.034, 5.601)  -0.37
N (0.491, -2.771, 4.732)  -0.31
H (0.012, -0.459, 4.874)  0.15
H (-0.861, -0.523, 6.333)  0.20
H (0.706, -2.190, 3.934)  0.16
H (0.744, -3.742, 4.846)  0.18
C (-7.516, -0.979, -3.690)  0.71
O (-7.611, -1.577, -2.655)  -0.66
N (-6.609, -0.101, -3.892)  -0.36
N (-8.176, -1.076, -4.760)  -0.35
H (-5.989, 0.227, -3.165)  0.18
H (-6.594, 0.386, -4.776)  0.12
H (-8.887, -1.791, -4.824)  0.22
H (-7.968, -0.456, -5.530)  0.15
C (7.113, -1.791, -2.280)  0.70
O (6.668, -2.729, -2.808)  -0.63
N (8.245, -1.256, -2.455)  -0.38
N (6.370, -1.019, -1.540)  -0.39
H (8.590, -0.535, -1.838)  0.17
H (8.809, -1.592, -3.223)  0.22
H (6.756, -0.213, -1.069)  0.14
H (5.437, -1.331, -1.310)  0.18
C (1.001, 5.025, -1.639)  0.64
O (-0.221, 4.936, -1.523)  -0.63
N (1.850, 4.335, -0.951)  -0.43
N (1.765, 5.644, -2.495)  -0.45
H (2.836, 4.509, -0.817)  0.20
H (1.480, 3.706, -0.252)  0.20
H (1.158, 6.239, -3.040)  0.25
H (2.653, 5.243, -2.761)  0.22
C (-9.172, 4.609, -1.805)  -1.44
C (-7.646, 4.774, -1.747)  0.31
C (-6.994, 4.941, -3.118)  -0.71
O (-5.622, 5.384, -3.012)  -0.30
C (-4.886, 5.219, -4.256)  -0.64
N (-7.421, 5.927, -0.921)  -0.67
H (-9.345, 3.757, -2.462)  0.34
H (-9.650, 5.453, -2.302)  0.39
H (-9.568, 4.431, -0.805)  0.40
H (-7.185, 3.853, -1.390)  0.35
H (-7.464, 5.720, -3.719)  0.29
H (-7.066, 3.985, -3.637)  0.33
H (-4.827, 6.191, -4.746)  0.24
H (-5.249, 4.359, -4.819)  0.29
H (-3.861, 5.063, -3.918)  0.22
H (-8.040, 6.591, -1.365)  0.30
H (-7.935, 5.805, -0.060)  0.28
C (0.355, 9.095, 3.875)  -1.41
C (0.763, 7.687, 3.405)  0.50
C (2.034, 7.180, 4.144)  -0.95
O (2.561, 5.975, 3.835)  -0.24
C (3.772, 5.678, 4.570)  -0.77
N (-0.370, 6.799, 3.508)  -0.63
H (0.052, 9.198, 4.917)  0.37
H (-0.311, 9.685, 3.246)  0.35
H (1.237, 9.735, 3.925)  0.37
H (1.206, 7.693, 2.409)  0.23
H (1.816, 7.192, 5.212)  0.37
H (2.865, 7.864, 3.977)  0.37
H (4.090, 4.648, 4.406)  0.25
H (3.375, 5.565, 5.580)  0.34
H (4.511, 6.457, 4.384)  0.29
H (0.087, 5.904, 3.615)  0.27
H (-0.801, 6.902, 4.416)  0.29
C (6.399, -4.181, 3.235)  -1.26
C (7.311, -5.317, 2.929)  0.30
C (7.849, -6.084, 4.212)  -0.85
O (8.582, -5.282, 5.060)  -0.34
C (9.797, -4.813, 4.540)  -0.73
N (6.588, -6.247, 2.078)  -0.62
H (5.359, -4.462, 3.407)  0.35
H (6.464, -3.407, 2.471)  0.25
H (6.693, -3.736, 4.186)  0.35
H (8.155, -5.051, 2.294)  0.35
H (8.495, -6.927, 3.966)  0.45
H (6.953, -6.315, 4.788)  0.39
H (9.607, -4.116, 3.724)  0.27
H (10.376, -5.590, 4.040)  0.33
H (10.314, -4.286, 5.342)  0.25
H (5.852, -6.542, 2.703)  0.28
H (7.226, -7.031, 2.064)  0.25
O (2.610, -3.690, -4.415)  -0.55
H (3.498, -3.536, -4.739)  0.30
H (2.098, -2.960, -4.764)  0.30
O (4.116, -5.726, -1.377)  -0.54
H (4.678, -6.124, -0.712)  0.27
H (4.640, -5.011, -1.738)  0.31
O (0.628, -5.867, 0.750)  -0.53
H (1.272, -6.044, 1.435)  0.28
H (-0.144, -5.554, 1.222)  0.29
O (-5.505, 3.351, 3.503)  -0.63
H (-4.813, 2.716, 3.316)  0.32
H (-5.685, 3.242, 4.437)  0.31

Computed properties:
Lowest unoccupied orbital energy   -4.6 eV
E_HOMO   -0.233 Ha
E   -3181.6869 Eh

---

Entry 2:
This record from the Open Molecules 2025 dataset describes 6 unconnected molecules or ions with the total composition C27H45N7O7 at a distorted geometry. The level of theory is ωB97M-V/def2-TZVPD.

Each line ends with the Mulliken charge.
CARTESIAN COORDINATES (ANGSTROEM)
O (-4.891, 0.785, -1.906)  -0.66
C (-3.772, 0.078, -2.114)  0.19
O (-3.015, 0.288, -3.367)  -0.62
C (-3.320, -1.022, -0.937)  0.37
C (-3.580, -2.620, -1.360)  -0.17
C (-3.150, -3.699, -0.155)  -0.48
C (-2.531, -3.015, 1.240)  0.23
N (-2.411, -1.513, 1.271)  0.82
C (-1.802, -0.962, 2.583)  -1.11
C (-0.154, -1.167, 2.381)  0.60
C (0.624, 0.053, 1.571)  -0.36
C (2.258, -0.173, 1.319)  -0.53
C (2.994, -1.552, 1.863)  0.20
C (2.231, -2.758, 2.693)  -0.23
C (0.595, -2.538, 2.939)  -0.30
N (-2.753, -0.561, 0.361)  -0.67
H (-4.009, -2.959, -2.396)  0.38
H (-3.258, -4.868, -0.283)  0.29
H (-2.168, -3.678, 2.159)  0.22
H (-2.097, 0.157, 2.778)  0.37
H (-2.115, -1.674, 3.457)  0.39
H (0.027, 0.998, 1.207)  0.30
H (2.806, 0.689, 0.719)  0.29
H (4.156, -1.724, 1.654)  -0.01
H (2.811, -3.733, 3.060)  0.31
H (-0.014, -3.382, 3.517)  0.17
C (6.597, -0.327, 3.230)  0.03
O (6.235, -1.468, 2.971)  -0.64
N (6.159, 0.428, 4.297)  0.26
C (6.636, 1.774, 4.535)  -1.20
C (5.191, -0.143, 5.211)  -0.90
H (7.331, 0.202, 2.600)  0.37
H (7.114, 1.811, 5.518)  0.53
H (5.785, 2.460, 4.514)  0.38
H (7.359, 2.076, 3.773)  0.27
H (5.610, -1.052, 5.652)  0.30
H (4.287, -0.406, 4.653)  0.22
H (4.940, 0.569, 6.002)  0.39
C (-9.487, 1.728, -3.837)  0.06
O (-10.425, 2.506, -3.954)  -0.58
N (-8.152, 2.076, -3.858)  0.17
C (-7.099, 1.093, -3.713)  -0.97
C (-7.792, 3.468, -4.032)  -0.92
H (-9.648, 0.646, -3.700)  0.27
H (-6.499, 1.345, -2.834)  0.53
H (-6.469, 1.116, -4.607)  0.32
H (-7.511, 0.088, -3.591)  0.27
H (-8.230, 4.053, -3.218)  0.29
H (-8.199, 3.825, -4.982)  0.29
H (-6.705, 3.588, -4.028)  0.35
C (9.794, 1.145, 5.114)  0.15
O (9.075, 2.068, 5.475)  -0.65
N (10.918, 1.269, 4.325)  0.13
C (11.717, 0.125, 3.941)  -0.94
C (11.312, 2.584, 3.864)  -0.93
H (9.586, 0.103, 5.408)  0.30
H (12.737, 0.265, 4.313)  0.35
H (11.731, 0.053, 2.849)  0.35
H (11.308, -0.800, 4.356)  0.29
H (11.496, 3.225, 4.731)  0.30
H (10.496, 3.014, 3.275)  0.27
H (12.216, 2.524, 3.251)  0.39
C (3.724, -5.728, 0.502)  0.03
O (2.786, -4.951, 0.385)  -0.56
N (5.058, -5.380, 0.481)  0.15
C (6.112, -6.363, 0.626)  -0.93
C (5.419, -3.988, 0.307)  -0.69
H (3.562, -6.810, 0.639)  0.30
H (6.711, -6.111, 1.505)  0.32
H (6.742, -6.340, -0.268)  0.33
H (5.700, -7.368, 0.748)  0.30
H (4.981, -3.403, 1.121)  0.00
H (5.012, -3.631, -0.643)  0.31
H (6.506, -3.868, 0.311)  0.38
C (-10.942, 5.185, -8.196)  0.10
O (-9.790, 5.362, -7.822)  -0.57
N (-11.999, 4.826, -7.387)  0.16
C (-13.336, 4.634, -7.907)  -0.92
C (-11.766, 4.634, -5.970)  -0.90
H (-11.229, 5.304, -9.254)  0.25
H (-14.014, 5.333, -7.409)  0.32
H (-13.652, 3.607, -7.702)  0.32
H (-13.368, 4.810, -8.986)  0.30
H (-11.379, 5.564, -5.544)  0.27
H (-11.019, 3.847, -5.835)  0.28
H (-12.692, 4.354, -5.461)  0.36

Computed properties:
Lowest unoccupied orbital energy   -2.1 eV
E_HOMO   -0.290 Ha
E   -1965.0873 Eh

---

Entry 3:
This record from the Open Molecules 2025 dataset describes a molecular structure, C26H34F3N8O2P2Re. The level of theory is ωB97M-V/def2-TZVPD.

Each line ends with the Löwdin spin population.
CARTESIAN COORDINATES (ANGSTROEM)
Re (-0.598, -0.520, 0.482)  0.79
N (0.836, 1.128, 3.060)  0.01
C (1.542, 0.000, 2.695)  0.00
C (2.726, -0.258, 3.395)  0.00
C (3.479, -1.359, 3.077)  0.00
C (3.041, -2.203, 2.054)  0.00
C (1.865, -1.909, 1.429)  0.00
N (1.092, -0.832, 1.752)  -0.01
C (-0.113, 1.884, 2.412)  0.01
C (-0.393, 3.144, 2.958)  0.00
C (-1.225, 4.002, 2.290)  0.01
C (-1.759, 3.603, 1.060)  0.00
C (-1.485, 2.344, 0.616)  0.01
N (-0.718, 1.446, 1.300)  0.01
H (1.241, 1.604, 3.853)  0.00
H (3.044, 0.430, 4.168)  0.00
H (4.402, -1.560, 3.606)  0.00
H (3.607, -3.072, 1.751)  0.00
H (1.482, -2.537, 0.638)  0.00
H (0.076, 3.437, 3.888)  0.00
H (-1.437, 4.982, 2.697)  0.00
H (-2.374, 4.268, 0.470)  0.00
H (-1.853, 1.985, -0.329)  0.00
N (-1.372, 1.586, -2.519)  0.00
N (-1.591, 0.593, -3.492)  0.00
C (-1.522, -0.704, -3.223)  0.00
N (-1.733, -1.565, -4.205)  0.00
N (-1.237, -1.039, -1.920)  0.00
N (-0.912, -2.296, -1.639)  0.01
O (-0.913, -3.245, -2.369)  0.03
O (-0.559, -2.429, -0.412)  0.01
H (-1.798, 2.440, -2.867)  0.00
H (-0.369, 1.741, -2.427)  0.00
H (-1.745, 0.882, -4.449)  0.00
H (-1.918, -1.243, -5.144)  0.00
H (-1.617, -2.555, -4.051)  0.00
C (-0.713, -3.526, 2.702)  0.00
P (-1.404, -1.865, 2.573)  0.00
C (-1.107, -1.100, 4.191)  0.00
C (-3.222, -2.091, 2.586)  0.00
C (-3.868, -0.847, 2.007)  0.00
P (-3.177, -0.617, 0.339)  0.00
C (-3.779, -2.083, -0.553)  0.00
C (-4.104, 0.748, -0.399)  0.00
H (-1.193, -4.033, 3.542)  0.00
H (0.360, -3.496, 2.887)  0.00
H (-0.904, -4.089, 1.788)  0.00
H (-1.591, -1.723, 4.945)  0.00
H (-1.530, -0.097, 4.241)  0.00
H (-0.045, -1.060, 4.424)  0.00
H (-3.548, -2.282, 3.609)  0.00
H (-3.474, -2.977, 1.998)  0.00
H (-3.654, 0.041, 2.608)  0.00
H (-4.954, -0.940, 1.928)  0.00
H (-4.814, -2.253, -0.245)  0.00
H (-3.201, -2.980, -0.335)  0.00
H (-3.777, -1.905, -1.625)  0.00
H (-5.135, 0.410, -0.520)  0.00
H (-3.692, 1.011, -1.372)  0.00
H (-4.094, 1.619, 0.250)  0.00
F (7.059, 1.339, -4.755)  0.00
C (6.081, 2.250, -4.754)  0.00
F (6.597, 3.422, -4.384)  0.00
F (5.630, 2.369, -6.009)  0.00
C (4.957, 1.815, -3.836)  0.00
C (4.348, 0.587, -4.082)  0.00
C (3.315, 0.161, -3.274)  0.01
C (2.892, 0.969, -2.207)  0.02
C (3.514, 2.198, -1.964)  0.01
C (4.546, 2.619, -2.783)  0.00
C (1.824, 0.531, -1.369)  0.10
C (0.898, 0.148, -0.664)  -0.01
H (4.691, -0.030, -4.903)  0.00
H (2.845, -0.798, -3.449)  0.00
H (3.191, 2.815, -1.136)  0.00
H (5.035, 3.567, -2.605)  0.00

Computed properties:
Lowest unoccupied orbital energy (alpha / beta)   -9.6 / -10.1 eV
Total charge   +3
E_HOMO (alpha / beta)   -0.586 / -0.587 Ha
⟨S²⟩   0.765
Spin multiplicity   2
E   -2659.2940 Eh

---

Entry 4:
This record from the Open Molecules 2025 dataset describes a molecular structure, C8H14F6NO10RbS3 at a distorted geometry. The level of theory is ωB97M-V/def2-TZVPD.

Each line ends with the Mulliken charge.
CARTESIAN COORDINATES (ANGSTROEM)
Rb (13.964, -15.632, -29.804)  0.91
C (15.677, -11.728, -32.600)  0.68
F (16.278, -10.953, -31.719)  -0.22
F (15.519, -11.059, -33.768)  -0.22
F (16.478, -12.738, -32.797)  -0.21
S (13.931, -12.270, -31.795)  0.82
O (12.990, -11.125, -31.943)  -0.55
O (13.595, -13.481, -32.524)  -0.66
N (14.420, -12.796, -30.158)  -0.16
S (13.660, -11.722, -29.324)  1.00
O (14.163, -10.370, -29.452)  -0.63
O (12.229, -11.824, -29.236)  -0.62
C (14.288, -12.333, -27.526)  0.53
F (13.492, -12.026, -26.555)  -0.23
F (14.476, -13.620, -27.500)  -0.21
F (15.462, -11.797, -27.232)  -0.24
C (14.110, -17.045, -25.013)  -0.62
O (13.456, -16.449, -26.103)  -0.16
C (12.535, -17.014, -26.938)  0.78
O (12.108, -16.432, -27.946)  -0.65
O (12.204, -18.269, -26.545)  -0.34
C (11.367, -19.106, -27.244)  -0.62
H (14.692, -16.265, -24.521)  0.21
H (14.703, -17.816, -25.506)  0.30
H (13.502, -17.514, -24.240)  0.35
H (11.852, -19.347, -28.189)  0.28
H (10.462, -18.542, -27.471)  0.29
H (11.223, -20.040, -26.701)  0.22
O (18.904, -15.226, -28.977)  -0.61
S (17.546, -14.714, -29.194)  1.05
O (16.706, -15.086, -30.363)  -0.55
O (16.602, -15.162, -27.831)  -0.19
C (17.307, -15.196, -26.601)  -0.40
C (17.739, -16.709, -26.507)  -1.19
C (17.582, -12.842, -29.025)  -0.78
H (16.783, -14.980, -25.670)  0.47
H (18.220, -14.606, -26.525)  0.37
H (18.817, -16.726, -26.672)  0.36
H (17.363, -17.376, -27.284)  0.29
H (17.477, -17.139, -25.540)  0.32
H (18.410, -12.417, -29.592)  0.47
H (17.802, -12.607, -27.983)  0.33
H (16.710, -12.287, -29.370)  0.07

Computed properties:
Lowest unoccupied orbital energy   -0.5 eV
E_HOMO   -0.350 Ha
E   -2938.1466 Eh